Below is C34H41N3O2 in the gas phase in a non-equilibrium geometry, with properties calculated with ωB97M-V with the def2-TZVPD basis set.

Each atom is followed by the atoms it is bonded to, with distances in Å.
Geometry (Å):
1 C 0.356 3.010 -5.713  C2 1.520, H11 1.096, H12 1.095, H13 1.095
2 C -0.056 2.395 -4.385  C1 1.520, C3 1.533, C4 1.536, C10 1.546
3 C -0.715 3.465 -3.507  C2 1.533, H14 1.099, H15 1.099, H16 1.099
4 C -1.020 1.223 -4.624  C2 1.536, C5 1.507, H17 1.098, H18 1.103
5 C -1.369 0.536 -3.328  C4 1.507, O6 1.227, N7 1.405
6 O -2.500 0.149 -3.048  C5 1.227
7 N -0.289 0.322 -2.455  C5 1.405, C8 1.407, C34 1.382
8 C 0.901 1.072 -2.417  N7 1.407, O9 1.221, C10 1.511
9 O 1.620 1.099 -1.431  C8 1.221
10 C 1.202 1.818 -3.696  C2 1.546, C8 1.511, H19 1.108, H20 1.097
11 H 0.847 2.264 -6.347  C1 1.096
12 H -0.517 3.401 -6.245  C1 1.095
13 H 1.056 3.833 -5.534  C1 1.095
14 H -0.990 3.073 -2.519  C3 1.099
15 H -0.023 4.308 -3.376  C3 1.099
16 H -1.624 3.831 -4.004  C3 1.099
17 H -1.948 1.565 -5.101  C4 1.098
18 H -0.561 0.473 -5.290  C4 1.103
19 H 1.726 1.135 -4.394  C10 1.108
20 H 1.897 2.626 -3.436  C10 1.097
21 C -0.056 1.954 6.117  C22 1.517, C49 1.529, H50 1.096, H51 1.093
22 C -1.267 2.767 6.533  C21 1.517, N23 1.449, H52 1.104, H53 1.102
23 N -2.209 3.028 5.464  C22 1.449, C24 1.444, C28 1.362
24 C -3.196 4.017 5.829  N23 1.444, C25 1.517, H54 1.098, H55 1.104
25 C -4.370 4.085 4.869  C24 1.517, C26 1.529, H56 1.097, H57 1.093
26 C -3.898 4.121 3.415  C25 1.529, C27 1.490, H58 1.096, H59 1.102
27 C -2.860 3.092 3.127  C26 1.490, C28 1.426, C48 1.384
28 C -2.073 2.562 4.191  N23 1.362, C27 1.426, C29 1.419
29 C -1.146 1.526 3.910  C28 1.419, C30 1.384, C49 1.496
30 C -0.972 1.099 2.605  C29 1.384, C31 1.424, H60 1.089
31 C -1.707 1.651 1.517  C30 1.424, C32 1.451, C48 1.414
32 C -1.543 1.167 0.159  C31 1.451, C33 1.347, H61 1.101
33 C -0.702 0.150 -0.111  C32 1.347, C34 1.497, H62 1.090
34 C -0.530 -0.560 -1.418  N7 1.382, C33 1.497, C35 1.528, H63 1.094
35 C 0.504 -1.686 -1.418  C34 1.528, C36 1.395, C47 1.402
36 C 0.757 -2.418 -0.258  C35 1.395, C37 1.386, H64 1.097
37 C 1.602 -3.516 -0.271  C36 1.386, C38 1.419, C42 1.486
38 C 2.212 -3.930 -1.483  C37 1.419, N39 1.363, C46 1.426
39 N 3.015 -5.031 -1.501  C38 1.363, C40 1.446, C43 1.447
40 C 3.449 -5.726 -0.310  N39 1.446, C41 1.522, H65 1.104, H66 1.101
41 C 3.165 -5.000 0.997  C40 1.522, C42 1.525, H67 1.093, H68 1.098
42 C 1.813 -4.294 0.977  C37 1.486, C41 1.525, H69 1.095, H70 1.102
43 C 3.519 -5.629 -2.718  N39 1.447, C44 1.522, H71 1.106, H72 1.101
44 C 2.789 -5.179 -3.976  C43 1.522, C45 1.535, H73 1.095, H74 1.100
45 C 2.528 -3.667 -3.973  C44 1.535, C46 1.496, H75 1.105, H76 1.097
46 C 1.920 -3.217 -2.683  C38 1.426, C45 1.496, C47 1.393
47 C 1.078 -2.109 -2.624  C35 1.402, C46 1.393, H77 1.096
48 C -2.644 2.664 1.829  C27 1.384, C31 1.414, H78 1.092
49 C -0.408 0.911 5.056  C21 1.529, C29 1.496, H79 1.094, H80 1.103
50 H 0.704 2.642 5.726  C21 1.096
51 H 0.361 1.480 7.009  C21 1.093
52 H -1.820 2.252 7.338  C22 1.104
53 H -0.944 3.735 6.949  C22 1.102
54 H -3.547 3.780 6.843  C24 1.098
55 H -2.704 5.004 5.880  C24 1.104
56 H -5.016 3.212 5.021  C25 1.097
57 H -4.953 4.983 5.089  C25 1.093
58 H -4.750 3.962 2.744  C26 1.096
59 H -3.492 5.120 3.187  C26 1.102
60 H -0.231 0.315 2.462  C30 1.089
61 H -2.146 1.647 -0.627  C32 1.101
62 H -0.069 -0.250 0.682  C33 1.090
63 H -1.481 -1.065 -1.610  C34 1.094
64 H 0.255 -2.157 0.682  C36 1.097
65 H 2.959 -6.715 -0.298  C40 1.104
66 H 4.530 -5.920 -0.401  C40 1.101
67 H 3.185 -5.734 1.808  C41 1.093
68 H 3.960 -4.267 1.182  C41 1.098
69 H 1.739 -3.616 1.834  C42 1.095
70 H 1.008 -5.040 1.081  C42 1.102
71 H 4.599 -5.408 -2.804  C43 1.106
72 H 3.438 -6.722 -2.613  C43 1.101
73 H 3.385 -5.469 -4.848  C44 1.095
74 H 1.829 -5.714 -4.037  C44 1.100
75 H 3.480 -3.136 -4.154  C45 1.105
76 H 1.863 -3.421 -4.810  C45 1.097
77 H 0.835 -1.605 -3.567  C47 1.096
78 H -3.226 3.117 1.024  C48 1.092
79 H 0.510 0.431 4.705  C49 1.094
80 H -1.024 0.126 5.526  C49 1.103

## Properties
**HOMO-LUMO gap**: 0.2642 hartree
**Multiplicity**: 1
**LUMO**: 0.69 eV
**HOMO**: -6.5 eV
**Total charge**: 0
**Relative energy (zero: lowest compared OMol25 entry of this formula, charge and spin)**: 0.0 kcal per mole
**M**: 523.7 g/mol
**SMILES string**: CC1(C)CC(=O)N([C@H](/C=C/c2cc3c4c(c2)CCCN4CCC3)c2cc3c4c(c2)CCCN4CCC3)C(=O)C1
**Energy**: -44490.452 eV

Table of Löwdin atomic charges, one value per atom, all in e: -0.05 -0.56 -0.02 -0.05 -0.37 0.09 0.05 -0.37 0.13 -0.04 0.09 0.09 0.09 0.09 0.10 0.10 0.14 0.14 0.14 0.14 -0.17 -0.18 -0.09 -0.18 -0.17 -0.16 -0.16 -0.11 -0.15 0.02 -0.21 -0.03 -0.03 -0.27 -0.14 0.01 -0.15 -0.11 -0.09 -0.17 -0.17 -0.15 -0.18 -0.17 -0.15 -0.14 0.02 0.00 -0.14 0.12 0.11 0.12 0.12 0.12 0.13 0.12 0.11 0.12 0.13 0.11 0.12 0.08 0.16 0.12 0.12 0.12 0.11 0.12 0.12 0.13 0.13 0.12 0.11 0.12 0.13 0.11 0.12 0.12 0.11 0.13